No. 1
{
  "formula": "C32H72F12KN10O24S12",
  "method": "ωB97M-V/def2-TZVPD",
  "symbols": ["K", "C", "C", "C", "N", "C", "C", "C", "C", "C", "H", "H", "H", "H", "H", "H", "H", "H", "H", "H", "H", "H", "H", "H", "H", "H", "H", "H", "C", "C", "C", "N", "C", "C", "C", "C", "C", "H", "H", "H", "H", "H", "H", "H", "H", "H", "H", "H", "H", "H", "H", "H", "H", "H", "H", "C", "C", "C", "N", "C", "C", "C", "C", "C", "H", "H", "H", "H", "H", "H", "H", "H", "H", "H", "H", "H", "H", "H", "H", "H", "H", "H", "C", "C", "C", "N", "C", "C", "C", "C", "C", "H", "H", "H", "H", "H", "H", "H", "H", "H", "H", "H", "H", "H", "H", "H", "H", "H", "H", "N", "S", "O", "O", "F", "S", "O", "O", "F", "N", "S", "O", "O", "F", "S", "O", "O", "F", "N", "S", "O", "O", "F", "S", "O", "O", "F", "N", "S", "O", "O", "F", "S", "O", "O", "F", "N", "S", "O", "O", "F", "S", "O", "O", "F", "N", "S", "O", "O", "F", "S", "O", "O", "F"],
  "positions_angstrom": [[-10.919, -11.494, 11.001], [-1.622, -12.385, 3.672], [-2.332, -11.078, 3.913], [-1.517, -9.890, 3.255], [-2.250, -8.570, 2.986], [-1.231, -7.466, 2.463], [-3.060, -8.019, 4.228], [-4.510, -8.263, 3.928], [-4.644, -8.119, 2.441], [-3.398, -8.826, 1.892], [-1.500, -12.619, 2.615], [-2.303, -13.179, 3.979], [-0.680, -12.615, 4.170], [-2.259, -11.003, 4.998], [-3.393, -11.052, 3.664], [-1.137, -10.179, 2.275], [-0.692, -9.639, 3.922], [-0.561, -7.280, 3.303], [-1.831, -6.569, 2.308], [-0.630, -7.732, 1.594], [-2.797, -6.962, 4.273], [-2.815, -8.504, 5.172], [-5.191, -7.546, 4.387], [-4.934, -9.176, 4.346], [-4.781, -7.081, 2.139], [-5.557, -8.598, 2.087], [-2.970, -8.594, 0.916], [-3.458, -9.900, 1.716], [-19.513, -10.367, -1.092], [-18.683, -10.741, 0.004], [-19.471, -10.721, 1.346], [-18.652, -10.800, 2.626], [-17.680, -9.630, 2.719], [-17.796, -12.169, 2.707], [-18.046, -12.681, 4.094], [-18.866, -11.676, 4.835], [-19.659, -10.836, 3.829], [-20.224, -11.145, -1.370], [-18.959, -10.063, -1.980], [-20.082, -9.483, -0.804], [-17.751, -10.177, 0.040], [-18.361, -11.774, -0.126], [-20.197, -11.497, 1.589], [-20.102, -9.833, 1.388], [-16.858, -9.590, 2.004], [-17.257, -9.654, 3.723], [-18.299, -8.752, 2.532], [-16.806, -12.064, 2.264], [-18.290, -12.919, 2.090], [-17.113, -13.006, 4.554], [-18.596, -13.621, 4.044], [-18.138, -11.071, 5.375], [-19.553, -12.122, 5.555], [-19.765, -9.829, 4.232], [-20.636, -11.133, 3.449], [-5.429, 0.789, 6.534], [-6.803, 0.081, 6.629], [-6.780, -1.233, 7.606], [-7.988, -2.157, 7.285], [-7.691, -3.053, 6.077], [-9.327, -1.478, 7.236], [-10.418, -2.537, 7.611], [-9.704, -3.673, 8.270], [-8.298, -3.129, 8.444], [-4.624, 0.124, 6.848], [-5.402, 1.692, 7.144], [-5.286, 1.178, 5.526], [-7.117, -0.326, 5.668], [-7.541, 0.815, 6.952], [-6.866, -1.000, 8.667], [-5.840, -1.783, 7.573], [-7.566, -2.286, 5.312], [-8.495, -3.709, 5.743], [-6.747, -3.574, 6.238], [-9.356, -1.202, 6.182], [-9.301, -0.577, 7.850], [-11.000, -2.756, 6.715], [-11.026, -1.968, 8.314], [-9.757, -4.626, 7.744], [-10.328, -3.866, 9.142], [-7.512, -3.874, 8.568], [-8.421, -2.566, 9.369], [-6.479, -18.595, 4.194], [-8.005, -18.319, 4.368], [-8.353, -17.118, 5.349], [-9.800, -17.141, 5.948], [-9.875, -18.162, 7.105], [-10.927, -17.432, 4.959], [-12.152, -16.828, 5.643], [-11.709, -15.617, 6.415], [-10.189, -15.787, 6.598], [-6.087, -19.059, 3.289], [-6.165, -19.182, 5.057], [-5.930, -17.653, 4.189], [-8.679, -19.153, 4.564], [-8.374, -17.910, 3.427], [-8.208, -16.163, 4.844], [-7.840, -17.072, 6.309], [-10.929, -18.215, 7.378], [-9.138, -17.961, 7.882], [-9.690, -19.101, 6.585], [-10.958, -18.480, 4.661], [-10.687, -16.810, 4.097], [-12.666, -17.539, 6.290], [-12.936, -16.570, 4.931], [-12.432, -15.393, 7.199], [-11.938, -14.760, 5.781], [-9.981, -15.747, 7.667], [-9.660, -14.968, 6.109], [-14.333, -14.159, 11.433], [-14.606, -15.562, 11.658], [-15.004, -16.328, 10.477], [-15.185, -15.894, 12.955], [-13.087, -15.910, 11.879], [-15.954, -13.604, 11.218], [-16.725, -13.548, 12.447], [-16.722, -13.688, 9.950], [-15.466, -12.091, 11.082], [-11.230, -9.302, 7.400], [-10.971, -9.177, 5.904], [-10.327, -7.906, 5.427], [-11.955, -9.769, 4.993], [-9.813, -10.312, 5.773], [-12.787, -8.574, 7.285], [-13.894, -9.489, 7.396], [-12.950, -7.331, 6.514], [-12.659, -8.057, 8.860], [-9.777, -9.373, 14.044], [-8.891, -9.540, 15.322], [-8.936, -10.752, 16.114], [-8.403, -8.369, 16.030], [-7.586, -9.774, 14.487], [-11.046, -9.093, 15.121], [-11.233, -7.733, 15.681], [-11.567, -10.246, 15.867], [-12.133, -9.138, 13.886], [-11.088, -11.926, -0.566], [-11.390, -10.694, 0.126], [-10.365, -9.957, 0.888], [-12.799, -10.413, 0.455], [-11.370, -9.733, -1.177], [-11.174, -12.686, 0.982], [-12.510, -12.934, 1.609], [-9.987, -12.565, 1.868], [-10.886, -14.173, 0.334], [-19.243, -4.301, 8.295], [-19.930, -3.888, 7.043], [-20.552, -4.982, 6.228], [-19.415, -2.757, 6.283], [-21.183, -3.173, 7.739], [-17.870, -4.831, 7.512], [-16.995, -3.779, 6.977], [-17.920, -6.087, 6.772], [-16.994, -5.295, 8.791], [-6.868, -12.307, 9.971], [-6.553, -13.629, 10.568], [-5.351, -13.776, 11.357], [-6.975, -14.791, 9.843], [-7.719, -13.536, 11.682], [-5.707, -12.387, 8.770], [-6.106, -13.184, 7.569], [-4.335, -12.261, 9.013], [-5.991, -10.918, 8.233]],
  "lowdin_charge": [0.87, -0.11, -0.21, -0.11, -0.20, 0.04, -0.07, -0.17, -0.14, -0.06, 0.08, 0.09, 0.09, 0.11, 0.11, 0.12, 0.13, 0.10, 0.10, 0.10, 0.12, 0.13, 0.13, 0.13, 0.12, 0.14, 0.12, 0.12, -0.13, -0.25, -0.13, -0.23, 0.04, -0.05, -0.18, -0.15, -0.05, 0.09, 0.09, 0.09, 0.12, 0.11, 0.12, 0.13, 0.11, 0.12, 0.11, 0.14, 0.12, 0.13, 0.12, 0.13, 0.13, 0.14, 0.13, -0.09, -0.18, -0.06, -0.26, 0.05, -0.10, -0.12, -0.15, -0.10, 0.07, 0.07, 0.07, 0.08, 0.10, 0.12, 0.12, 0.09, 0.12, 0.11, 0.13, 0.14, 0.13, 0.12, 0.13, 0.14, 0.14, 0.14, -0.08, -0.20, -0.07, -0.25, 0.05, -0.09, -0.18, -0.14, -0.06, 0.07, 0.07, 0.07, 0.09, 0.10, 0.13, 0.13, 0.11, 0.12, 0.09, 0.13, 0.14, 0.11, 0.13, 0.13, 0.12, 0.13, 0.14, -0.29, 0.34, -0.33, -0.30, -0.21, 0.62, -0.28, -0.32, -0.22, -0.29, 0.45, -0.36, -0.31, -0.23, 0.61, -0.28, -0.29, -0.26, -0.24, 0.37, -0.29, -0.30, -0.22, 0.57, -0.30, -0.29, -0.26, -0.22, 0.33, -0.30, -0.32, -0.25, 0.64, -0.31, -0.31, -0.26, -0.27, 0.41, -0.35, -0.32, -0.22, 0.57, -0.32, -0.30, -0.21, -0.26, 0.37, -0.28, -0.31, -0.22, 0.54, -0.34, -0.26, -0.22],
  "total_energy_ha": -10191.69752,
  "total_charge": -1,
  "e_homo_ha": -0.239,
  "e_above_lowest_kcal_mol": 279.0,
  "lumo_energy_ev": -0.4
}

***

No. 2
{
  "formula": "C54H48FInNO9",
  "method": "ωB97M-V/def2-TZVPD",
  "symbols": ["C", "C", "C", "In", "C", "C", "C", "F", "C", "C", "O", "C", "O", "N", "C", "C", "C", "O", "H", "H", "H", "H", "H", "H", "H", "H", "H", "H", "H", "H", "H", "H", "H", "H", "H", "H", "H", "H", "H", "H", "H", "H", "C", "C", "C", "C", "C", "C", "C", "O", "C", "C", "C", "C", "C", "C", "C", "O", "H", "H", "H", "H", "H", "H", "H", "H", "C", "C", "C", "C", "C", "C", "C", "O", "C", "C", "C", "C", "C", "C", "C", "O", "H", "H", "H", "H", "H", "H", "H", "H", "C", "C", "C", "C", "C", "C", "C", "O", "C", "C", "C", "C", "C", "C", "C", "O", "H", "H", "H", "H", "H", "H", "H", "H"],
  "positions_angstrom": [[2.509, -7.682, 0.447], [2.742, -6.505, 1.392], [1.418, -5.831, 1.788], [0.691, -4.302, 0.324], [1.613, -4.514, -1.695], [3.134, -4.348, -1.752], [3.685, -4.700, -3.128], [3.629, -6.103, -3.274], [-1.543, -4.601, 0.171], [-2.132, -4.589, -1.220], [-1.447, -5.441, -2.163], [-1.357, -6.727, -1.762], [-2.184, -7.568, -2.025], [1.079, -2.366, 1.205], [-0.077, -1.461, 1.153], [2.227, -1.773, 0.729], [2.145, -0.889, -0.521], [3.338, -1.935, 1.245], [2.136, -7.328, -0.512], [1.738, -8.315, 0.885], [3.411, -8.279, 0.326], [3.228, -6.879, 2.298], [3.427, -5.782, 0.956], [0.638, -6.573, 1.964], [1.569, -5.306, 2.732], [1.356, -5.479, -2.128], [1.181, -3.745, -2.340], [3.654, -5.000, -1.053], [3.411, -3.309, -1.572], [4.716, -4.386, -3.276], [3.021, -4.304, -3.893], [-2.020, -3.800, 0.738], [-1.797, -5.522, 0.698], [-2.158, -3.593, -1.648], [-3.175, -4.932, -1.194], [-0.436, -6.961, -1.213], [0.122, -0.592, 1.786], [-0.953, -1.949, 1.563], [-0.278, -1.073, 0.147], [1.470, -1.323, -1.253], [1.824, 0.117, -0.255], [3.150, -0.808, -0.921], [7.142, -9.200, -5.623], [6.155, -8.391, -5.071], [6.010, -7.082, -5.496], [6.861, -6.572, -6.468], [7.866, -7.380, -7.011], [7.996, -8.697, -6.590], [8.815, -6.848, -8.025], [9.684, -7.548, -8.505], [8.675, -5.422, -8.436], [9.579, -4.886, -9.345], [9.457, -3.568, -9.746], [8.426, -2.778, -9.247], [7.525, -3.305, -8.338], [7.649, -4.625, -7.925], [6.683, -5.166, -6.923], [5.785, -4.474, -6.496], [7.247, -10.226, -5.294], [5.494, -8.780, -4.308], [5.240, -6.454, -5.068], [8.769, -9.319, -7.019], [10.375, -5.507, -9.731], [10.165, -3.151, -10.451], [8.329, -1.749, -9.566], [6.723, -2.699, -7.942], [-4.353, 2.606, 5.124], [-4.764, 3.929, 5.252], [-4.083, 4.935, 4.589], [-2.982, 4.623, 3.800], [-2.562, 3.296, 3.684], [-3.254, 2.289, 4.343], [-1.367, 2.939, 2.868], [-1.001, 1.791, 2.758], [-0.627, 4.042, 2.190], [0.516, 3.738, 1.464], [1.211, 4.745, 0.817], [0.762, 6.061, 0.889], [-0.375, 6.370, 1.615], [-1.070, 5.364, 2.274], [-2.275, 5.715, 3.076], [-2.673, 6.861, 3.143], [-4.891, 1.821, 5.638], [-5.619, 4.176, 5.866], [-4.405, 5.963, 4.679], [-2.928, 1.264, 4.240], [0.856, 2.712, 1.411], [2.104, 4.507, 0.255], [1.304, 6.845, 0.378], [-0.727, 7.390, 1.679], [-10.370, 7.582, 7.357], [-10.853, 8.879, 7.485], [-10.263, 9.914, 6.780], [-9.180, 9.658, 5.949], [-8.684, 8.357, 5.834], [-9.288, 7.321, 6.534], [-7.498, 8.062, 4.979], [-7.070, 6.931, 4.880], [-6.852, 9.197, 4.263], [-5.719, 8.954, 3.499], [-5.104, 9.993, 2.824], [-5.628, 11.280, 2.900], [-6.758, 11.529, 3.660], [-7.370, 10.491, 4.351], [-8.567, 10.783, 5.187], [-9.030, 11.903, 5.252], [-10.838, 6.773, 7.903], [-11.693, 9.082, 8.136], [-10.635, 10.925, 6.871], [-8.904, 6.316, 6.431], [-5.314, 7.953, 3.439], [-4.216, 9.800, 2.238], [-5.150, 12.090, 2.366], [-7.168, 12.527, 3.726]],
  "lowdin_charge": [-0.13, -0.37, -0.28, 0.87, -0.26, -0.27, -0.21, -0.10, -0.24, -0.29, -0.08, -0.35, 0.08, -0.15, -0.17, -0.61, -0.04, 0.00, 0.05, 0.06, 0.06, 0.09, 0.07, 0.02, 0.02, 0.02, 0.03, 0.09, 0.09, 0.11, 0.11, 0.02, 0.03, 0.11, 0.11, 0.13, 0.07, 0.05, 0.07, 0.07, 0.06, 0.07, -0.06, -0.04, 0.01, -0.08, -0.09, -0.01, -0.28, 0.10, -0.08, -0.01, -0.06, -0.06, 0.00, -0.08, -0.28, 0.11, 0.11, 0.11, 0.10, 0.12, 0.12, 0.10, 0.10, 0.12, -0.05, -0.05, 0.00, -0.08, -0.08, 0.00, -0.27, 0.12, -0.08, 0.01, -0.05, -0.06, -0.01, -0.08, -0.27, 0.09, 0.11, 0.11, 0.10, 0.12, 0.12, 0.11, 0.10, 0.12, -0.06, -0.06, 0.00, -0.08, -0.08, 0.00, -0.27, 0.10, -0.08, 0.01, -0.05, -0.06, 0.00, -0.09, -0.28, 0.10, 0.11, 0.11, 0.12, 0.12, 0.11, 0.11, 0.11, 0.12],
  "total_energy_ha": -3108.52785,
  "total_charge": -1,
  "e_homo_ha": -0.168,
  "lumo_energy_ev": -0.1
}